Entry 1:
ORCA calculation (wB97M-V/def2-TZVPD) on a structure of composition C22H21I2N4NaS3Te in a non-equilibrium geometry.

Structure (ORCA input):
```
! RIJCOSX wB97M-V def2-TZVPD def2/J DEFGRID3
* xyz -2 1
Na 0.31028 2.17594 0.65943
C 1.25833 0.32957 5.05013
C 1.33371 0.92604 3.67741
N 0.26383 0.99392 2.86596
N -0.94147 1.01572 3.38357
C -2.02754 0.80753 2.50972
N -3.22088 0.77702 3.19515
S -2.09009 0.61009 0.83765
C 2.60709 1.11515 3.06278
C 3.77885 1.43792 3.77966
C 4.94760 1.67995 3.07948
C 5.01043 1.62332 1.71485
C 3.83883 1.31929 1.07592
N 2.69110 1.11983 1.72718
H 0.35979 -0.28796 5.09439
H 1.27688 1.12176 5.86529
H 2.12652 -0.34704 5.21668
H -3.39226 1.38593 4.00676
H -4.08893 0.50225 2.74788
H 3.77668 1.49086 4.91011
H 5.83716 1.94381 3.64873
H 5.87345 1.95500 1.15923
H 3.74622 1.11329 0.00808
S 0.17073 5.37574 -1.24208
C -0.90263 4.61346 -2.32526
C -2.04967 5.31710 -2.64759
C -3.02161 4.78904 -3.46700
C -2.90781 3.48235 -3.94030
C -1.77142 2.68292 -3.62826
C -0.69507 3.23412 -2.86385
S 0.56705 2.19251 -2.45409
H -2.12131 6.32443 -2.22920
H -3.96934 5.35527 -3.60654
H -3.73182 3.09220 -4.52937
H -1.75502 1.60234 -3.85564
C -0.23642 -4.72462 -0.03874
Te -1.71299 -3.00425 0.06453
C -2.26363 -3.86034 -1.86307
C -1.07735 -4.59664 -2.38781
C -0.80681 -4.62799 -3.73204
C 0.39894 -5.16832 -4.17370
C 1.27138 -5.75858 -3.29424
C 0.92220 -5.81240 -1.95568
C -0.10825 -5.04279 -1.45942
H -0.83501 -5.56000 0.47338
H 0.60081 -4.44661 0.55413
H -2.59379 -3.06474 -2.55220
H -3.13054 -4.47946 -1.67932
H -1.54326 -4.38705 -4.46937
H 0.67391 -5.10943 -5.23708
H 2.20289 -6.29493 -3.62139
H 1.46507 -6.52338 -1.34059
I -1.32147 5.00478 0.87517
I -2.99330 4.58606 3.35054
*
```

The calculation puts the molar mass at 842.04 g/mol. The calculation puts the frontier orbital gap at 0.1664 Eh. The relative energy (zero: lowest compared OMol25 entry of this formula, charge and spin) comes out at 108.1 kJ/mol. As for the HOMO energy: -0.03834 hartree. The LUMO energy is 3.485 eV.

***

Entry 2:
ORCA calculation (wB97M-V/def2-TZVPD) on a structure of composition C22H21MnN3PSe2Te2 in a non-equilibrium geometry.

Structure (ORCA input):
```
! RIJCOSX wB97M-V def2-TZVPD def2/J DEFGRID3
* xyz 0 5
Mn -2.30936 1.02705 -0.23038
Se -3.73233 -0.30127 1.10602
Te -2.89022 0.70420 3.23071
Te -3.70132 3.22977 2.65212
Se -2.77102 3.33316 0.32284
N -0.78338 0.03973 -0.21236
P 0.51151 -0.43946 0.44495
C 1.89860 -0.39243 -0.72785
C 1.72494 -0.96869 -1.99121
C 2.74361 -0.92141 -2.93222
C 3.94697 -0.28826 -2.63112
C 4.12812 0.28945 -1.38457
C 3.10755 0.23465 -0.43652
C 1.07843 0.50027 1.87684
C 1.74222 -0.12333 2.93204
C 2.15337 0.61109 4.03763
C 1.90029 1.97571 4.08802
C 1.24132 2.60501 3.03805
C 0.82730 1.87366 1.93364
C 0.45887 -2.13597 1.06361
C 1.36083 -3.13191 0.70141
C 1.23384 -4.42079 1.21656
C 0.20381 -4.71680 2.09505
C -0.70572 -3.72870 2.46044
C -0.57948 -2.44811 1.94684
H 0.78369 -1.45080 -2.23193
H 2.60066 -1.37763 -3.90388
H 4.73799 -0.24815 -3.36991
H 5.06091 0.78501 -1.14661
H 3.25807 0.68826 0.53562
H 1.93097 -1.18910 2.90211
H 2.66043 0.11797 4.85740
H 2.21015 2.54840 4.95364
H 1.02709 3.66565 3.08514
H 0.27782 2.36885 1.13686
H 2.17398 -2.90806 0.02243
H 1.94112 -5.18889 0.93001
H 0.10400 -5.71829 2.49491
H -1.51647 -3.95935 3.14094
H -1.30141 -1.68454 2.21412
C -4.93195 1.85789 -2.51374
C -3.54864 1.72018 -3.04503
N -2.49282 1.34431 -2.35775
C -1.40195 1.38971 -3.20807
C -1.81329 1.79137 -4.43273
N -3.18129 1.99520 -4.31205
H -4.97547 1.44572 -1.50819
H -5.65556 1.33293 -3.13910
H -5.22024 2.90760 -2.45158
H -0.42160 1.12154 -2.85350
H -1.28784 1.94726 -5.35781
H -3.80710 2.29034 -5.04182
*
```

The calculation puts the molar mass at 826.46 g/mol. Its expectation value of S² is 6.255. The calculation puts the frontier orbital gap (alpha / beta) at 0.1968 / 0.2482 Eh. As for the HOMO energy (alpha / beta): -0.24326 / -0.25127 hartree. The LUMO energy (alpha / beta) is -1.265 / -0.084 eV.

***

Entry 3:
ORCA calculation (wB97M-V/def2-TZVPD) on a structure of composition C22H21N3O6PtS3.

Structure (ORCA input):
```
! RIJCOSX wB97M-V def2-TZVPD def2/J DEFGRID3
* xyz 0 1
Pt -1.87526 0.52493 -1.61007
O -7.22302 0.88950 0.38034
C -7.02759 -0.30060 -0.16428
O -7.88820 -1.13974 -0.22483
C -5.67049 -0.57388 -0.71981
C -5.31599 -1.74797 -1.35731
N -4.02452 -1.64838 -1.71463
N -3.53462 -0.47305 -1.32943
C -4.50148 0.20422 -0.73033
C -4.11420 1.57683 -0.25173
O -4.94313 2.28651 0.29865
O -2.88318 1.89404 -0.48371
H -6.40926 1.46131 0.37555
H -5.90280 -2.62859 -1.55295
H -3.41872 -2.30913 -2.18459
O 1.48526 -0.87045 -0.25051
S 0.97569 -1.76525 0.82736
C 1.28656 -0.84387 2.36158
C 0.17233 0.15167 2.68627
C -0.32975 1.06084 1.56102
C 0.75369 1.86895 0.86142
S 0.05598 2.76957 -0.54384
O -0.22264 1.75070 -1.65098
C 1.56966 3.50983 -1.10796
C 2.39491 2.81744 -1.97986
C 3.57865 3.41504 -2.38492
C 3.92050 4.67801 -1.91916
C 3.07877 5.35899 -1.05042
C 1.88711 4.77752 -0.64457
C 2.22397 -3.02398 1.08327
C 3.38645 -2.95829 0.33749
C 4.34611 -3.94837 0.50263
C 4.13108 -4.98608 1.39742
C 2.95084 -5.04741 2.12899
C 1.98559 -4.06695 1.96703
H 2.25988 -0.37320 2.20374
H 1.38225 -1.56272 3.17688
H 0.51882 0.76242 3.52535
H -0.69199 -0.40451 3.05609
H -1.06759 1.74161 1.99263
H -0.86319 0.46382 0.81608
H 1.55631 1.24242 0.47247
H 1.16520 2.65939 1.49579
H 2.10143 1.83692 -2.33087
H 4.23542 2.89253 -3.06741
H 4.84501 5.13832 -2.24182
H 3.34149 6.34807 -0.70020
H 1.20901 5.30779 0.01370
H 3.51238 -2.14744 -0.36822
H 5.25919 -3.91302 -0.07697
H 4.87876 -5.75908 1.51749
H 2.77846 -5.86607 2.81513
H 1.05118 -4.12087 2.51457
S -0.48008 -3.73559 -2.60989
C -0.81991 -2.16006 -2.56248
N -1.07033 -1.01464 -2.55518
*
```

The calculation puts the molar mass at 714.70 g/mol. The calculation puts the frontier orbital gap at 0.3055 Eh. The relative energy (zero: lowest compared OMol25 entry of this formula, charge and spin) comes out at 0.0 kJ/mol. As for the HOMO energy: -0.29984 hartree. The LUMO energy is 0.153 eV.

***

Entry 4:
ORCA calculation (wB97M-V/def2-TZVPD) on the molecule C22H21N5O2 in a non-equilibrium geometry.

Structure (ORCA input):
```
! RIJCOSX wB97M-V def2-TZVPD def2/J DEFGRID3
* xyz 0 1
C 7.65356 2.58973 -0.63652
C 6.73449 2.73435 0.57358
O 6.44556 1.49598 1.18906
C 5.53893 0.65132 0.62425
C 4.76585 0.91791 -0.50066
C 3.86813 -0.02760 -0.96445
C 3.71751 -1.24967 -0.32832
C 2.71327 -2.25016 -0.82603
C 1.28445 -1.78208 -0.54371
O 0.97229 -0.62127 -0.44379
N 0.40970 -2.83059 -0.45051
C -0.97180 -2.80555 -0.24324
C -1.64553 -4.02674 -0.19859
C -3.01261 -4.05998 -0.00455
C -3.72787 -2.88744 0.16002
C -3.06374 -1.66407 0.12669
C -3.78214 -0.39397 0.29180
C -4.97618 -0.30341 1.07422
C -5.61439 0.89113 1.21612
C -5.05436 2.00804 0.56918
N -5.38145 3.27748 0.49036
N -4.46202 3.88854 -0.25530
C -3.56007 3.02430 -0.65116
C -2.37338 3.28192 -1.49203
N -3.88150 1.79636 -0.15720
N -3.25572 0.64188 -0.30276
C -1.68763 -1.62709 -0.08147
C 4.48458 -1.50848 0.80085
C 5.38627 -0.57735 1.26892
H 8.57834 2.10146 -0.33944
H 7.88576 3.57148 -1.04018
H 7.18337 1.99008 -1.41206
H 5.80979 3.25800 0.30186
H 7.23882 3.31249 1.35329
H 4.84402 1.85723 -1.02490
H 3.26990 0.19692 -1.83438
H 2.79855 -2.35714 -1.91196
H 2.88977 -3.22425 -0.36669
H 0.79408 -3.75910 -0.56033
H -1.09491 -4.94925 -0.32089
H -3.52567 -5.00980 0.01712
H -4.79862 -2.92942 0.28602
H -5.34645 -1.18603 1.56941
H -6.51108 1.01478 1.80086
H -1.48785 2.85527 -1.02378
H -2.49705 2.81259 -2.46761
H -2.25067 4.35264 -1.61976
H -1.18384 -0.67658 -0.11374
H 4.37936 -2.45089 1.31993
H 5.98615 -0.77360 2.14355
*
```

The calculation puts the molar mass at 387.44 g/mol. The calculation puts the frontier orbital gap at 0.3042 Eh. The relative energy (zero: lowest compared OMol25 entry of this formula, charge and spin) comes out at 59.9 kJ/mol. As for the HOMO energy: -0.30746 hartree. The LUMO energy is -0.088 eV. Its SMILES is CCOc1ccc(CC(=O)Nc2cccc(-c3ccc4nnc(C)n4n3)c2)cc1.